{
  "formula": "C23H18F6N7O4RhS2",
  "method": "ωB97M-V/def2-TZVPD",
  "symbols": ["C", "C", "H", "C", "C", "C", "H", "C", "H", "N", "C", "N", "H", "C", "O", "S", "H", "H", "C", "H", "C", "F", "H", "N", "F", "H", "C", "C", "F", "C", "C", "H", "H", "H", "F", "O", "H", "H", "O", "C", "H", "F", "C", "C", "C", "H", "H", "C", "C", "Rh", "N", "C", "N", "H", "N", "S", "C", "N", "F", "C", "O"],
  "positions_angstrom": [[3.9199, 0.3002, -1.2447], [-0.5882, 2.6082, -1.5474], [1.9579, 0.8504, -1.8373], [-0.8418, -0.2929, -4.3067], [-0.1708, -0.4722, -3.0690], [-1.0810, 1.2300, 2.8656], [4.6754, -0.6510, 1.9005], [-0.7738, 4.9240, -0.9939], [1.0403, -1.7897, -1.8974], [-0.1819, 0.5280, -2.1255], [4.6957, -0.1425, -0.1703], [0.0832, 0.8513, 2.2999], [0.6521, 3.0701, 1.4392], [-3.6861, -0.8980, 1.5233], [-3.9736, -0.8262, -1.1513], [-2.9518, -0.9317, -0.1836], [0.0374, 5.4123, 0.9515], [-1.4399, 4.0486, -2.8574], [0.1744, 3.3318, 0.5078], [-2.3026, 1.3024, 4.6079], [4.0977, -0.3089, 1.0512], [-2.6509, -1.1161, 2.3575], [2.8426, -0.5757, 3.1364], [-0.0459, 2.3262, -0.3555], [-0.7939, -3.2539, 2.8345], [-1.3946, 0.6241, -4.4463], [-0.4481, 0.2319, 4.9216], [2.7357, -0.0287, 1.2160], [-4.1705, 0.3101, 1.7725], [2.5920, 0.5215, -1.0321], [-0.7645, -1.2632, -5.2712], [-0.6557, -0.0105, 5.9555], [-1.0538, 5.9408, -1.2379], [0.0274, -3.1919, -5.8050], [-4.5965, -1.8149, 1.7191], [-0.1320, -1.4831, 1.0171], [5.7516, -0.3401, -0.2976], [-1.7679, 1.7781, 2.2340], [0.1030, -3.2267, -0.6711], [-1.3742, 0.9588, 4.1744], [4.3469, 0.4549, -2.2248], [-2.2749, -4.2843, 1.6442], [0.5458, -1.6482, -2.8405], [0.9874, 0.1717, 3.0112], [0.7383, -0.1605, 4.3421], [1.4749, -0.7197, 4.9049], [1.1623, -3.5264, -3.6393], [-0.1653, 4.6362, 0.2274], [-0.9897, 3.8949, -1.8872], [0.0083, 0.4151, 0.1511], [-0.6856, 1.6004, -2.4297], [-1.0271, -3.8696, 1.6797], [1.9924, 0.3681, 0.1797], [-1.2694, -1.1170, -6.2167], [-2.1740, -2.2870, -0.2399], [-0.7504, -2.6278, 0.2948], [-0.0384, -2.4329, -5.0368], [2.2111, -0.1592, 2.4742], [-0.1949, -4.8729, 1.5400], [0.6057, -2.6159, -3.8181], [-2.0499, 0.2493, -0.1006]],
  "lowdin_charge": [-0.01, -0.30, 0.10, 0.02, -0.24, -0.11, 0.13, 0.01, 0.08, -0.01, 0.00, 0.03, 0.12, -0.66, -0.18, 0.67, 0.13, 0.14, -0.08, 0.13, 0.03, 0.11, 0.16, -0.02, 0.15, 0.12, 0.01, -0.25, 0.17, -0.10, -0.03, 0.13, 0.14, 0.13, 0.21, -0.42, 0.14, 0.12, -0.24, -0.02, 0.13, 0.18, -0.03, -0.28, 0.03, 0.13, 0.13, 0.00, 0.06, 1.24, 0.12, -0.67, -0.01, 0.12, -0.26, 0.69, -0.01, 0.16, 0.20, -0.03, -0.41],
  "largest_force_ha_per_bohr": 0.0558,
  "gap_ha": 0.256,
  "e_homo_ev": -14.62,
  "multiplicity": 1,
  "total_charge": 2,
  "de_lowest_kcal_mol": 26.3
}